Entry 1:
Density functional theory data (ωB97M-V/def2-TZVPD) for a structure of composition C30H34BN2O4PS2Tc in a non-equilibrium geometry.

Frontier orbital gap (alpha / beta)   6.26 / 6.83 eV
⟨S²⟩   0.993
Total energy   -76656.161 eV

Structure (ORCA input):
```
! RIJCOSX wB97M-V def2-TZVPD def2/J DEFGRID3
* xyz 2 2
Tc -0.20360 0.16130 -0.26561
O 4.40576 5.15895 -0.39751
C 3.07362 5.52393 -0.11725
C 2.22314 4.29243 -0.23366
C 0.91848 4.28135 0.24001
C 0.17412 3.13026 0.13814
N 0.67533 2.01765 -0.41973
C 1.92745 2.02784 -0.93320
C 2.72312 3.14179 -0.83929
C 2.29020 0.77703 -1.63504
C 3.48393 0.53544 -2.26504
C 3.67376 -0.66922 -2.93859
C 4.98029 -0.93963 -3.64769
O 6.03177 -0.13724 -3.16516
C 2.62299 -1.57579 -2.98685
C 1.44276 -1.27886 -2.33981
N 1.29319 -0.13774 -1.65244
H 4.97309 5.93589 -0.35407
H 2.69342 6.26557 -0.82864
H 2.95555 5.94429 0.88484
H 0.47687 5.15893 0.69541
H -0.84108 3.07343 0.50848
H 3.73363 3.14029 -1.22328
H 4.28447 1.26296 -2.24919
H 4.84147 -0.68075 -4.69954
H 5.20971 -2.00557 -3.61211
H 6.45211 -0.56211 -2.41021
H 2.71606 -2.51523 -3.51996
H 0.58987 -1.94553 -2.36236
S 1.58614 -0.53476 1.37126
P 0.06266 -1.36123 2.43536
S -1.54019 -1.05992 1.16562
C 0.34241 -3.08455 2.73995
C 1.11768 -3.43022 3.84958
C 1.45095 -4.75919 4.05622
C 1.01083 -5.73119 3.16661
C 0.22982 -5.38632 2.06987
C -0.10412 -4.05912 1.84694
C -0.23148 -0.53550 3.98124
C 0.67643 0.38671 4.49498
C 0.41180 0.98691 5.71953
C -0.74963 0.67443 6.41019
C -1.65858 -0.24070 5.88951
C -1.40278 -0.85129 4.67494
H 1.45086 -2.67160 4.54878
H 2.04705 -5.03650 4.91713
H 1.27479 -6.76779 3.33256
H -0.12328 -6.15229 1.39010
H -0.71491 -3.78869 0.99430
H 1.58096 0.62908 3.95304
H 1.11506 1.69926 6.13129
H -0.95179 1.14618 7.36313
H -2.56402 -0.47898 6.43235
H -2.10784 -1.57142 4.27257
C -3.57145 0.06126 -4.49805
C -3.38619 -0.38267 -3.06148
C -3.96796 -1.76440 -2.84560
O -1.92100 -0.50801 -2.84457
B -1.61484 0.36501 -1.87824
O -2.56331 1.16892 -1.36674
C -3.85541 0.69530 -1.97740
C -4.68791 0.13659 -0.84148
C -4.50969 1.93118 -2.55286
H -3.17987 -0.70890 -5.16238
H -3.04350 0.99240 -4.70825
H -4.62971 0.19920 -4.72314
H -3.63899 -2.41944 -3.65208
H -5.05953 -1.73306 -2.85469
H -3.63785 -2.19805 -1.90011
H -4.25838 -0.76964 -0.41194
H -5.69728 -0.08854 -1.18657
H -4.75649 0.88894 -0.05530
H -3.87424 2.43288 -3.28215
H -4.72203 2.62999 -1.74316
H -5.45464 1.66806 -3.03150
*
```

Entry 2:
Density functional theory data (ωB97M-V/def2-TZVPD) for a structure of composition C39H59N5O5SbSi3Sr.

Frontier orbital gap   6.76 eV
Relative energy (zero: lowest compared OMol25 entry of this formula, charge and spin)   6.2 kcal/mol
Total energy   -90104.370 eV

Structure (ORCA input):
```
! RIJCOSX wB97M-V def2-TZVPD def2/J DEFGRID3
* xyz -1 1
Sr 0.07622 -0.02100 0.52580
C 3.07276 1.72714 5.47355
C 1.74985 1.02886 5.36387
C 0.56584 1.73693 5.56362
C -0.64227 1.10278 5.38075
C -0.63981 -0.23558 5.01545
C 0.58189 -0.86296 4.85089
N 1.76019 -0.26190 5.02754
Sb 0.65605 -2.96089 4.54786
C -0.98683 -3.10485 3.12934
C -1.93279 -4.01681 3.59023
C -3.16790 -4.10434 2.97157
C -3.42874 -3.25184 1.92488
C -2.43789 -2.36995 1.49668
C -2.73922 -1.40622 0.39728
N -1.22034 -2.31563 2.06090
C 2.50564 -3.17420 3.46850
C 3.38303 -4.09151 4.03982
C 4.61345 -4.31361 3.44349
C 4.90643 -3.63439 2.27933
C 3.97030 -2.74301 1.75835
C 4.22979 -2.04280 0.46187
N 2.80008 -2.49781 2.35627
H 3.14535 2.30488 6.39671
H 3.16541 2.42842 4.64191
H 3.88421 1.00243 5.43522
H 0.61212 2.79240 5.79187
H -1.57294 1.64594 5.47976
H -1.56736 -0.76629 4.83702
H -1.70610 -4.63805 4.44712
H -3.91507 -4.80701 3.31969
H -4.38681 -3.25028 1.42278
H -2.72649 -0.38044 0.78493
H -3.73474 -1.56864 -0.01326
H -2.03235 -1.48702 -0.43090
H 3.09949 -4.62701 4.93698
H 5.31953 -5.01543 3.87058
H 5.84190 -3.79013 1.75731
H 4.93933 -2.59554 -0.15327
H 4.65665 -1.05157 0.63244
H 3.29345 -1.92928 -0.08351
C 1.33807 -3.87356 -0.00622
O 1.18957 -2.60436 -0.61621
Si 0.52683 -2.48152 -2.18864
C -1.04662 -3.54252 -2.12755
C 1.60151 -3.53148 -3.34241
C 0.34227 -0.73644 -2.51230
Si -1.13263 -0.26859 -3.49524
C -1.22546 1.55753 -3.96310
C -1.28669 -1.22274 -5.13886
C -2.82910 -0.55520 -2.70532
Si 1.80355 0.17779 -3.13339
C 1.92095 1.97606 -2.56596
C 3.53157 -0.53054 -2.72542
C 1.92722 0.24206 -5.02994
H 1.12810 -4.68963 -0.70370
H 0.65991 -3.96616 0.84617
H 2.35873 -4.00099 0.35719
H -0.77404 -4.58850 -1.95914
H -1.58820 -3.50178 -3.07501
H -1.74169 -3.26309 -1.33794
H 1.60367 -4.58867 -3.05996
H 2.63766 -3.20145 -3.41446
H 1.16719 -3.46128 -4.34511
H -0.44766 1.89043 -4.65217
H -1.18876 2.17302 -3.06190
H -2.19089 1.72521 -4.45256
H -0.33481 -1.31011 -5.66486
H -1.99713 -0.71960 -5.80335
H -1.66279 -2.23619 -4.96914
H -2.99773 -1.57152 -2.34562
H -3.57902 -0.35008 -3.47675
H -2.99477 0.14463 -1.88446
H 1.98638 2.08624 -1.47896
H 1.05425 2.55604 -2.88062
H 2.81254 2.43809 -3.00491
H 3.95982 -0.19584 -1.78343
H 4.21070 -0.17576 -3.50697
H 3.58012 -1.61870 -2.72239
H 1.03671 0.64427 -5.51505
H 2.09535 -0.76481 -5.42524
H 2.77914 0.86388 -5.32395
N 2.60889 0.72697 0.69689
N 2.48959 2.05075 1.19333
C 1.57783 2.21308 2.28553
O 1.75165 3.21793 2.98065
O 0.70311 1.30915 2.38284
H 3.13615 0.13005 1.33054
H 3.07100 0.77006 -0.20033
H 3.36632 2.51221 1.38997
C -4.44784 7.06011 -1.74867
C -3.80820 5.78697 -1.26046
C -2.46768 5.74867 -0.90273
C -1.86265 4.57834 -0.45408
C -0.40619 4.57527 -0.07032
C -2.63651 3.42116 -0.34588
C -3.98941 3.43621 -0.68497
C -4.83309 2.19207 -0.59055
C -4.55295 4.61925 -1.14854
C -1.96754 2.16342 0.15498
O -2.34153 1.63912 1.22185
O -1.05600 1.68674 -0.58798
H -3.71539 7.86446 -1.81945
H -5.24065 7.38726 -1.07217
H -4.89622 6.92599 -2.73535
H -1.86971 6.65174 -0.97653
H 0.03187 5.56209 -0.22117
H 0.14777 3.84736 -0.66376
H -0.26570 4.29947 0.97829
H -4.69687 1.56516 -1.47497
H -5.89112 2.44960 -0.52560
H -4.55972 1.60324 0.28433
H -5.60432 4.62821 -1.42206
*
```

Entry 3:
Density functional theory data (ωB97M-V/def2-TZVPD) for a structure of composition C3H2LiO3Tl in a non-equilibrium geometry.

Frontier orbital gap (alpha / beta)   1.57 / 4.28 eV
Relative energy (zero: lowest compared OMol25 entry of this formula, charge and spin)   0.0 kcal/mol
⟨S²⟩   0.753
Total energy   -14180.674 eV

Structure (ORCA input):
```
! RIJCOSX wB97M-V def2-TZVPD def2/J DEFGRID3
* xyz -1 2
C 1.31952 -0.89901 0.64911
O 2.56091 -0.55838 0.66386
H 0.70589 -0.75562 1.67921
Tl 3.49076 1.01060 -0.50363
C 0.29474 -0.19106 0.04844
O -0.95732 -0.84366 -0.05669
C -2.07417 -0.16240 -0.35334
O -1.95867 1.06045 -0.62809
Li -3.80068 0.70380 -0.84559
H 0.41903 0.63527 -0.65328
*
```

Entry 4:
Density functional theory data (ωB97M-V/def2-TZVPD) for a cluster of 10 separate species, C42H111N7O17 in total in a non-equilibrium geometry.

Frontier orbital gap   8.81 eV
Relative energy (zero: lowest compared OMol25 entry of this formula, charge and spin)   26.0 kcal/mol
SMILES   COC[C@H](C)N.COC[C@H](C)N.COC[C@H](C)N.COCCNCCOC.COCCNCCOC.COCCNCCOC.COCCNCCOC.OCCO.OCCO.OCCO
Total energy   -90581.887 eV

Structure (ORCA input):
```
! RIJCOSX wB97M-V def2-TZVPD def2/J DEFGRID3
* xyz 0 1
C 0.03052 -0.18809 4.57815
O -0.05369 -1.55637 4.26098
C 1.06439 -2.34369 4.67237
C 0.80005 -3.81107 4.27254
C -0.46571 -4.32632 5.00719
N 1.87232 -4.76856 4.55864
H 0.35938 -0.01215 5.62445
H -0.99368 0.16339 4.63719
H 0.59944 0.39565 3.89344
H 2.03396 -1.94130 4.20180
H 1.17848 -2.22023 5.78291
H 0.54659 -3.92637 3.26242
H -0.37464 -4.33299 6.10900
H -0.64872 -5.36089 4.69180
H -1.40227 -3.76923 4.83382
H 2.65296 -4.59064 3.89094
H 2.12706 -4.56565 5.50788
C -2.42275 -3.83109 1.98180
O -1.96205 -3.17338 0.76348
C -0.58073 -2.77136 0.85819
C -0.27583 -1.90461 -0.33135
C 1.08174 -1.25486 -0.02192
N -1.32586 -0.79701 -0.43272
H -2.29070 -3.18810 2.85678
H -1.84863 -4.76218 2.14195
H -3.52075 -4.10321 1.92539
H -0.44093 -2.19409 1.83527
H 0.10264 -3.60205 0.86159
H -0.18895 -2.40682 -1.35060
H 1.02497 -0.56084 0.86219
H 1.42966 -0.64239 -0.86852
H 1.84346 -2.02971 0.20201
H -1.15028 -0.16768 0.32294
H -2.21940 -1.18080 -0.17171
C 5.43657 1.45336 -1.92597
O 5.01705 0.29226 -2.60502
C 4.23740 -0.60315 -1.77569
C 3.44960 -1.59607 -2.78682
C 4.34986 -2.34519 -3.70628
N 2.37673 -0.99643 -3.54595
H 5.95438 2.08807 -2.61270
H 6.02710 1.24203 -1.02389
H 4.50105 1.97437 -1.55861
H 4.97846 -1.21344 -1.19067
H 3.58640 -0.08447 -1.09705
H 2.88786 -2.27257 -2.09053
H 5.14921 -2.82270 -3.07020
H 4.85854 -1.61185 -4.34480
H 3.88664 -3.20253 -4.18454
H 2.76684 -0.34177 -4.24445
H 1.81412 -0.45115 -2.90275
C -3.79519 2.37908 -1.34274
O -2.99259 2.60976 -0.14934
C -1.63464 3.10542 -0.33484
C -0.98419 2.96044 0.99599
N -1.76343 3.80439 1.92989
C -1.41301 3.67884 3.33360
C -1.19611 5.09943 3.91562
O -0.81375 5.01634 5.28768
C -0.36416 6.23646 5.75749
H -3.63066 1.41015 -1.85998
H -3.61726 3.15554 -2.06966
H -4.78928 2.43976 -0.94782
H -1.76982 4.13201 -0.56865
H -1.15238 2.51906 -1.12468
H 0.10161 3.27298 1.14158
H -1.05464 1.94145 1.26837
H -2.73248 3.72575 1.72808
H -0.56283 3.13893 3.41368
H -2.12864 3.02135 3.87360
H -2.08240 5.72536 3.82467
H -0.36061 5.51337 3.28457
H -1.11042 7.07924 5.73612
H 0.50029 6.51341 5.12997
H 0.06346 6.18541 6.76145
C 2.69918 9.56486 -2.34817
O 3.78542 8.85364 -2.81630
C 4.52363 8.15866 -1.81002
C 3.66729 7.09356 -1.07826
N 2.99255 6.26973 -2.07819
C 2.32535 5.13773 -1.44747
C 1.76141 4.02644 -2.31564
O 2.72607 3.38072 -3.11049
C 2.07067 2.73898 -4.20547
H 1.94472 8.89136 -1.96249
H 2.22287 10.13793 -3.12677
H 2.96591 10.28894 -1.55910
H 5.07634 8.92078 -1.14305
H 5.23720 7.54529 -2.39732
H 2.89255 7.46262 -0.45284
H 4.30803 6.46303 -0.42446
H 3.67211 5.84188 -2.71944
H 1.45968 5.52134 -0.84366
H 2.95631 4.65163 -0.63593
H 0.95160 4.53353 -2.98740
H 1.37342 3.28570 -1.69491
H 2.88358 2.41013 -4.86529
H 1.48246 3.39455 -4.87331
H 1.48821 1.87673 -3.85137
C -5.48507 -0.79279 -1.14716
O -4.59683 -0.44073 -0.04842
C -4.73703 -1.27412 1.11204
C -3.81820 -0.71986 2.15164
N -3.95189 0.72059 2.44043
C -5.24829 1.10702 3.05458
C -5.18605 2.58433 3.50574
O -6.44479 3.22861 3.48210
C -6.77791 3.77057 2.24321
H -4.94617 -0.50161 -2.07136
H -6.43527 -0.17568 -1.04931
H -5.70309 -1.86065 -1.20931
H -4.55445 -2.34819 0.86325
H -5.80230 -1.10908 1.45513
H -2.75790 -0.91962 1.89458
H -3.98495 -1.27288 3.10420
H -3.74611 1.29125 1.61145
H -5.40913 0.42591 3.90702
H -6.09717 1.08930 2.39036
H -4.54963 3.04534 2.79297
H -4.73863 2.68656 4.43938
H -6.48806 3.03539 1.39955
H -6.20305 4.68197 1.96405
H -7.81272 4.05966 2.23242
C -4.13160 -7.18270 -0.67275
O -3.67078 -6.11295 -1.51738
C -2.27185 -6.14427 -1.85518
C -1.81133 -4.92511 -2.65794
N -0.36374 -4.87414 -2.59136
C 0.32946 -4.03382 -3.51779
C 1.56539 -4.70599 -4.03642
O 2.56811 -4.95717 -2.99697
C 3.53430 -5.78633 -3.51504
H -3.63498 -7.11596 0.26474
H -3.95204 -8.13836 -1.22096
H -5.24291 -6.98354 -0.52277
H -2.03887 -7.15783 -2.22913
H -1.78737 -6.05332 -0.87869
H -2.26135 -3.96781 -2.24309
H -2.14840 -5.05965 -3.74746
H 0.03898 -4.77074 -1.63204
H 0.63845 -3.13131 -3.05124
H -0.28919 -3.70220 -4.30971
H 1.98070 -3.97897 -4.74330
H 1.20139 -5.64366 -4.54826
H 3.20053 -6.74940 -3.95684
H 4.23738 -5.99432 -2.69468
H 4.11517 -5.21983 -4.22430
O 1.72979 -4.76576 -0.29871
C 2.49374 -5.50114 0.58133
C 1.97641 -6.95441 0.52219
O 2.37306 -7.67416 -0.64815
H 2.15093 -4.69300 -1.21330
H 3.52305 -5.56903 0.23496
H 2.32275 -5.14958 1.60483
H 0.88540 -6.83780 0.54699
H 2.23001 -7.52771 1.44830
H 1.60320 -8.06338 -1.03720
O 1.65211 1.73625 2.37083
C 2.72045 2.13311 1.53075
C 3.20282 3.51610 1.94081
O 2.06318 4.33935 2.22966
H 1.21305 2.52893 2.71823
H 3.43926 1.33602 1.61388
H 2.43562 2.24077 0.44979
H 3.83487 3.99862 1.20125
H 3.79689 3.46237 2.87240
H 2.38553 5.13957 2.73306
O -0.30182 0.59845 -2.59150
C -1.16325 0.69880 -3.71066
C -1.01402 -0.53292 -4.55024
O 0.25169 -0.51658 -5.24377
H -0.80336 0.03717 -1.86165
H -2.23596 0.77541 -3.35904
H -0.99877 1.59399 -4.29450
H -1.81153 -0.54811 -5.34717
H -1.08678 -1.45156 -3.93622
H 0.75762 -1.16945 -4.71877
*
```

Entry 5:
Density functional theory data (ωB97M-V/def2-TZVPD) for the molecule C24H29N3O3.

Frontier orbital gap   8.59 eV
Relative energy (zero: lowest compared OMol25 entry of this formula, charge and spin)   52.9 kcal/mol
SMILES   COc1ccccc1N1CCN(CCN2C(=O)c3ccccc3C(C)(C)C2=O)CC1
Total energy   -35972.375 eV

Structure (ORCA input):
```
! RIJCOSX wB97M-V def2-TZVPD def2/J DEFGRID3
* xyz 0 1
C -4.88326 -2.17348 0.16242
O -5.62819 -1.00629 -0.09837
C -5.09654 0.23019 0.09966
C -6.04545 1.25693 0.07372
C -5.69022 2.57391 0.26264
C -4.36327 2.89996 0.48953
C -3.41596 1.89724 0.50298
C -3.75050 0.55921 0.30577
N -2.73796 -0.45162 0.28358
C -1.99244 -0.47130 -0.96259
C -1.08764 -1.69733 -1.00767
N -0.18826 -1.70342 0.13318
C 0.74691 -2.81234 0.09643
C 1.87200 -2.58395 -0.91767
N 2.53798 -1.31574 -0.65683
C 3.47631 -1.30653 0.36121
O 3.66448 -2.29560 1.03822
C 4.26106 -0.06885 0.50700
C 5.41092 -0.11039 1.29327
C 6.19098 1.01760 1.44208
C 5.81708 2.19252 0.80837
C 4.67001 2.23951 0.03517
C 3.88040 1.10926 -0.13351
C 2.59423 1.14253 -0.91116
C 2.63102 2.12488 -2.08539
C 1.46191 1.53767 0.06178
C 2.18474 -0.23113 -1.43055
O 1.51431 -0.36776 -2.42751
C -0.96375 -1.68865 1.36043
C -1.82166 -0.42814 1.40632
H -4.09914 -2.32761 -0.58068
H -5.60562 -2.98907 0.10532
H -4.43505 -2.14958 1.15771
H -7.07321 0.97593 -0.09598
H -6.44619 3.34411 0.23944
H -4.06851 3.92673 0.64533
H -2.37821 2.15243 0.66172
H -2.69950 -0.50412 -1.79529
H -1.37047 0.43196 -1.07825
H -0.49935 -1.65389 -1.92447
H -1.70752 -2.61297 -1.02307
H 1.20292 -2.90289 1.08510
H 0.25025 -3.76927 -0.14141
H 1.49483 -2.55119 -1.93921
H 2.60574 -3.38640 -0.81748
H 5.66808 -1.04242 1.77320
H 7.08368 0.98618 2.04777
H 6.42107 3.08100 0.91913
H 4.39442 3.16739 -0.44019
H 2.56165 3.15216 -1.73929
H 1.78800 1.92331 -2.74173
H 3.54755 2.00089 -2.65803
H 0.52524 1.61833 -0.48473
H 1.34873 0.78739 0.84175
H 1.68876 2.49684 0.52317
H -0.27713 -1.69079 2.21099
H -1.61822 -2.57540 1.43547
H -2.40203 -0.40347 2.33208
H -1.14999 0.44552 1.38910
*
```

Entry 6:
Density functional theory data (ωB97M-V/def2-TZVPD) for a cluster of 10 separate species, H20O10 in total in a non-equilibrium geometry.

Frontier orbital gap   10.93 eV
Relative energy (zero: lowest compared OMol25 entry of this formula, charge and spin)   76.9 kcal/mol
SMILES   O.O.O.O.O.O.O.O.O.O
Total energy   -20799.279 eV

Structure (ORCA input):
```
! RIJCOSX wB97M-V def2-TZVPD def2/J DEFGRID3
* xyz 0 1
O 2.45684 1.67713 0.73726
H 3.18146 2.02795 1.21058
H 2.31625 0.67783 0.92509
O -0.52975 1.72995 1.43551
H 0.21886 1.55512 0.88422
H -1.20761 2.20105 0.81321
O 2.34954 -1.37196 0.62424
H 2.88718 -1.24694 1.42108
H 1.36172 -1.55220 0.98271
O -2.12021 -0.01306 1.55409
H -1.46088 0.81161 1.54450
H -2.29419 -0.34370 2.41075
O -1.49000 1.94014 -0.78313
H -1.86651 1.13156 -1.10615
H -1.88308 2.44061 -1.47244
O -2.76473 -0.24494 -1.36827
H -2.17165 -1.06449 -1.37660
H -2.90012 -0.04473 -0.47160
O 1.44339 -1.52513 -1.66782
H 2.03162 -1.78044 -0.87605
H 1.52417 -0.52448 -1.78197
O -0.86312 -2.10263 -0.90009
H -1.18059 -2.85313 -1.30617
H -0.03615 -1.68057 -1.32039
O -0.09431 -1.89317 1.66516
H -0.40931 -0.90737 1.96009
H -0.59496 -2.10735 0.85390
O 1.56009 1.53151 -1.91068
H 0.80145 2.02657 -1.71097
H 1.73463 1.50526 -0.97004
*
```